Formula: C25H26Br69ClF4OP2
Source: the OMol25 dataset
Level of theory: ωB97M-V with the def2-TZVPD basis set

Element x y z (Å)
Br: 3.456 8.541 3.730
C: -11.821 -3.097 1.562
Br: 12.385 -10.262 -6.688
H: 3.380 -3.635 -9.456
Br: 0.867 -7.169 -0.238
P: -7.626 -3.667 7.200
Cl: -10.650 -2.475 8.057
Br: -6.221 -1.442 2.366
Br: 0.753 5.837 -2.669
Br: 4.043 -7.427 -1.861
F: -7.760 -0.337 8.116
Br: 2.173 -11.655 9.422
Br: 9.162 6.818 -6.020
Br: 2.666 -4.303 4.128
Br: 0.527 12.985 0.280
H: 4.761 6.551 3.021
Br: -4.052 -3.554 1.347
Br: -9.533 1.269 4.851
C: 4.741 7.574 2.666
Br: 7.062 9.673 -1.991
Br: -15.362 -1.497 7.586
Br: -8.193 5.388 0.263
Br: -10.130 -2.286 2.026
Br: 8.148 6.665 -2.022
Br: 3.837 16.204 1.753
Br: 8.314 -9.309 -6.419
H: 2.101 11.556 -6.627
Br: -13.788 -1.954 4.835
Br: -0.854 -5.478 1.940
Br: -11.603 -4.935 1.003
C: 6.914 7.928 -2.809
Br: 1.990 -9.269 7.295
C: -14.232 -0.698 6.237
C: 2.971 -10.013 8.785
Br: 5.088 7.314 -2.790
Br: 1.148 -3.054 -8.548
Br: 0.560 1.872 -0.007
Br: 5.573 -8.911 -8.024
Br: 3.903 -8.618 -4.831
Br: 1.850 10.197 1.146
C: -7.812 1.360 3.989
Br: 0.595 -6.623 4.886
H: 9.166 4.847 -4.493
Br: -8.511 6.526 3.227
Br: 3.373 1.508 -1.497
Br: 3.596 0.882 -10.945
Br: -6.428 1.817 5.251
P: -8.973 -3.457 8.894
H: -6.583 -4.521 7.684
C: -4.617 -6.362 5.379
Br: -9.593 8.225 0.734
H: 5.719 -5.004 -6.072
H: 3.993 -0.943 -9.319
Br: -7.089 -3.765 0.348
Br: -4.282 -6.048 7.259
C: 3.195 -7.310 -3.594
Br: 5.782 13.761 2.449
H: -5.433 -1.944 0.067
Br: 3.289 -5.536 -4.371
Br: 7.868 -5.462 -7.213
Br: 2.080 -5.570 -10.297
H: -14.800 0.102 5.780
Br: -5.478 -4.852 4.535
Br: -2.272 -6.745 -0.619
O: -8.398 -2.405 10.060
C: -9.274 6.458 1.451
H: -10.237 5.969 1.535
C: -5.664 -2.587 0.907
H: 3.961 -10.261 8.422
H: 3.038 -6.727 4.483
H: -7.593 0.363 3.626
F: -5.901 -1.378 8.894
F: -5.459 -2.404 6.365
Br: 5.604 0.726 -8.455
Br: 1.785 8.409 -4.274
Br: 7.211 -3.743 -4.583
Br: 3.193 -8.723 10.208
Br: 11.160 4.341 -5.876
C: 11.687 -11.751 -7.707
Br: 5.952 -2.939 -7.444
H: -5.950 -0.167 7.350
Br: 6.490 16.710 3.475
H: 2.462 7.531 -2.061
Br: 2.368 -2.602 -11.470
H: -8.896 -1.577 10.094
H: -0.104 11.393 2.065
C: 6.448 -9.793 -6.542
Br: 2.854 4.076 0.345
Br: 6.206 -11.711 -6.603
C: 2.062 2.767 -0.836
Br: -12.650 0.099 7.011
C: 6.569 -4.369 -6.292
C: 2.385 -3.706 -9.882
Br: -12.778 -2.055 0.244
C: -6.590 -0.963 7.795
H: 1.678 3.305 -1.694
Br: 3.707 12.643 -8.169
C: 3.920 0.132 -9.194
C: -0.831 -6.918 0.658
H: 2.151 -7.552 -3.439
C: 2.424 -6.006 5.010
C: 1.491 7.623 -2.534
Br: 3.041 -5.966 6.840
H: 7.206 8.036 -3.847
H: 12.537 -12.310 -8.077
H: -5.305 -7.195 5.314
C: 5.078 15.463 3.036
Br: 10.683 -11.154 -9.247
C: 9.352 4.946 -5.556
H: 4.522 15.279 3.947
Br: 8.070 3.828 -6.483
F: -7.293 -1.462 5.617
Br: 0.417 8.757 -1.398
Br: 10.652 -12.953 -6.602
Br: 3.260 9.545 -7.499
H: -1.008 -7.826 1.222
Br: 6.525 8.283 2.885
Br: -3.009 -6.888 4.446
C: 3.145 11.360 -6.838
Br: 1.703 12.611 3.238
Br: 4.111 11.578 -5.177
Br: 4.204 7.518 0.808
H: 5.969 -9.441 -5.636
Br: 2.450 0.465 -7.985
Br: -7.802 2.534 2.456
C: -6.749 -2.071 6.723
C: 0.856 11.745 1.730
H: -12.427 -3.107 2.459

Computed properties:
2S+1: 1
Gap between HOMO and LUMO, Ha: 0.316
HOMO, eV: -9.05

Results of the Löwdin charge analysis, in e, for atoms 1 through 6: Br 0.556; C -1.629; Br 0.553; H -0.063; Br 0.558; P 0.731